{"formula": "C3H3NO", "method": "the ωB97M-V functional and the def2-TZVPD basis", "elements": ["O", "N", "C", "C", "C", "H", "H", "H"], "positions_angstrom": [[-0.06504, -1.13382, -1.07059], [-1.00123, 0.65758, -0.02938], [-0.66602, -0.04722, -1.11974], [-0.04390, 0.43590, 0.86919], [1.06871, -0.27780, 0.50417], [1.58626, -1.01568, 1.09959], [-0.66708, 0.49707, -2.06308], [-0.10588, 0.96231, 1.82839]], "atomic_forces_ev_per_a": [[1.73, 0.79, 1.12], [-0.02, 0.61, -0.29], [0.10, 0.22, 0.14], [0.06, -0.18, -0.16], [-0.87, -0.71, -0.10], [-0.13, -0.33, -0.11], [-1.08, -0.24, -0.38], [0.22, -0.17, -0.22]], "lumo_energy_ev": -0.70, "homo_lumo_gap_ev": 8.70, "e_above_lowest_ev": 3.615, "max_force_ev_per_a": 2.2, "e_tot_ha": -245.95871}